[1]
2 unconnected molecules or ions with the total composition C4H11NO2. Source: the Open Molecules 2025 dataset; level of theory: ωB97M-V/def2-TZVPD.

Positions of all 18 atoms, in Å:
C 0.525 1.725 2.521
C 0.319 0.308 1.703
N -0.044 0.212 0.305
C -1.406 -0.106 -0.190
C 0.767 0.899 -0.553
O 0.532 0.962 -1.761
H 0.478 1.671 3.625
H 1.507 2.095 2.138
H -0.216 2.402 2.263
H 1.331 -0.093 1.703
H -0.283 -0.310 2.408
H -1.486 0.054 -1.273
H -1.894 -0.943 0.249
H -1.976 0.753 0.366
H 1.718 1.301 -0.182
O 0.315 -3.357 -4.397
H -0.415 -3.553 -3.833
H 0.228 -4.022 -5.092

## Properties
relative energy (zero: lowest compared OMol25 entry of this formula, charge and spin) = 46.7 kcal/mol
orbital gap = 9.9 eV
DFT total energy = -9910.215 eV
SMILES = CCN(C)C=O.O
LUMO = 0.8237 eV

***

[2]
C4H11NO2 in the gas phase. Source: the Open Molecules 2025 dataset; level of theory: ωB97M-V/def2-TZVPD.

Positions of all 18 atoms, in Å:
C -0.945 -2.226 0.107
C -1.184 -0.964 0.929
N -0.206 0.113 0.748
C 0.028 0.461 -0.631
O 1.150 -0.256 -1.065
O 0.185 1.865 -0.754
C 1.474 2.354 -0.419
H -1.159 -2.059 -0.954
H -1.609 -3.026 0.449
H 0.086 -2.581 0.202
H -1.167 -1.241 1.990
H -2.193 -0.587 0.723
H -0.595 0.955 1.172
H -0.823 0.208 -1.271
H 1.534 -0.532 -0.215
H 1.456 3.443 -0.512
H 2.230 1.973 -1.112
H 1.738 2.101 0.612

## Properties
relative energy (zero: lowest compared OMol25 entry of this formula, charge and spin) = 30.9 kcal/mol
orbital gap = 10.4 eV
DFT total energy = -9910.901 eV
SMILES = CCN[C@H](O)OC
LUMO = 1.0211 eV

***

[3]
2 unconnected molecules or ions with the total composition C4H11NO2. Source: the Open Molecules 2025 dataset; level of theory: ωB97M-V/def2-TZVPD.

Positions of all 18 atoms, in Å:
C 2.144 -0.113 0.589
C 0.742 -0.749 0.594
N -0.090 -0.352 -0.491
C -1.358 0.037 -0.543
C -2.189 -0.573 0.546
O -1.783 0.834 -1.363
H 2.865 -0.867 1.098
H 2.350 0.015 -0.487
H 2.207 0.830 1.107
H 0.143 -0.396 1.503
H 0.761 -1.918 0.610
H 0.461 -0.118 -1.329
H -2.346 0.215 1.229
H -1.753 -1.534 0.879
H -3.208 -0.838 0.257
O 0.698 1.931 -1.182
H 0.646 1.707 -2.093
H -0.292 1.888 -0.923

## Properties
relative energy (zero: lowest compared OMol25 entry of this formula, charge and spin) = 33.5 kcal/mol
orbital gap = 10.3 eV
DFT total energy = -9910.788 eV
SMILES = CCNC(C)=O.O
LUMO = 0.8311 eV

***

[4]
2 unconnected molecules or ions with the total composition C4H11NO2. Source: the Open Molecules 2025 dataset; level of theory: ωB97M-V/def2-TZVPD.

Positions of all 18 atoms, in Å:
C -0.244 1.404 -2.299
C 0.373 0.645 -1.123
N 0.138 -0.837 -1.117
C -0.200 -1.558 0.133
C -1.354 -0.878 0.844
O -1.141 -0.086 1.715
H 0.099 1.083 -3.281
H 0.048 2.478 -2.156
H -1.329 1.336 -2.304
H -0.077 1.082 -0.218
H 1.441 0.844 -1.078
H 1.037 -1.182 -1.433
H -0.397 -2.567 -0.249
H 0.672 -1.652 0.798
H -2.323 -1.118 0.325
O 1.798 1.059 1.819
H 2.581 0.628 1.456
H 1.150 0.357 1.598

## Properties
relative energy (zero: lowest compared OMol25 entry of this formula, charge and spin) = 47.2 kcal/mol
orbital gap = 9.9 eV
DFT total energy = -9910.197 eV
SMILES = CCNCC=O.O
LUMO = 0.5348 eV

***

[5]
2 unconnected molecules or ions with the total composition C4H11NO2. Source: the Open Molecules 2025 dataset; level of theory: ωB97M-V/def2-TZVPD.

Positions of all 18 atoms, in Å:
N -2.784 1.821 0.008
C -1.414 1.454 -0.387
C -1.122 -0.035 -0.067
C -0.089 -0.670 -0.998
C 0.888 -1.674 -0.324
O 2.065 -1.545 -0.536
H -2.721 2.800 0.239
H -3.374 1.762 -0.817
H -0.660 2.025 0.154
H -1.218 1.698 -1.442
H -0.791 -0.175 0.966
H -2.098 -0.495 -0.182
H 0.616 0.104 -1.298
H -0.549 -1.181 -1.835
H 0.529 -2.189 0.584
O 2.395 0.179 1.973
H 2.652 -0.697 2.215
H 2.230 0.119 1.041

## Properties
relative energy (zero: lowest compared OMol25 entry of this formula, charge and spin) = 40.1 kcal/mol
orbital gap = 10.6 eV
DFT total energy = -9910.504 eV
SMILES = NCCCC=O.O
LUMO = 0.7883 eV

***

[6]
2 unconnected molecules or ions with the total composition C4H11NO2. Source: the Open Molecules 2025 dataset; level of theory: ωB97M-V/def2-TZVPD.

Positions of all 18 atoms, in Å:
C -0.555 0.515 -2.634
N 0.326 -0.419 -1.895
C 0.326 -0.142 -0.453
C 1.564 -0.731 0.221
C 1.212 -1.254 1.588
O 0.231 -1.057 2.245
H -0.912 0.097 -3.562
H -1.395 0.728 -1.968
H -0.045 1.476 -2.745
H 1.261 -0.216 -2.231
H 0.157 0.929 -0.259
H -0.600 -0.576 -0.067
H 2.284 0.084 0.299
H 1.928 -1.576 -0.358
H 1.862 -2.047 1.998
O -2.405 1.564 2.942
H -2.052 0.807 3.454
H -3.187 1.818 3.426

## Properties
relative energy (zero: lowest compared OMol25 entry of this formula, charge and spin) = 43.5 kcal/mol
orbital gap = 10.0 eV
DFT total energy = -9910.354 eV
SMILES = CNCCC=O.O
LUMO = 0.9588 eV

***

[7]
2 unconnected molecules or ions with the total composition C4H11NO2. Source: the Open Molecules 2025 dataset; level of theory: ωB97M-V/def2-TZVPD.

Positions of all 18 atoms, in Å:
C 1.773 1.045 -2.328
C 1.818 1.159 -0.789
C 0.989 0.190 0.032
O 1.611 -0.580 0.746
N -0.373 0.125 -0.246
C -1.174 -0.676 0.676
H 2.770 0.935 -2.764
H 1.102 0.240 -2.661
H 1.335 1.923 -2.821
H 1.486 2.179 -0.553
H 2.828 1.250 -0.389
H -0.276 -0.004 -1.248
H -0.518 -0.744 1.549
H -1.389 -1.682 0.305
H -2.148 -0.211 0.841
O -3.330 -1.984 3.519
H -2.619 -1.919 2.852
H -3.885 -1.247 3.279

## Properties
relative energy (zero: lowest compared OMol25 entry of this formula, charge and spin) = 32.6 kcal/mol
orbital gap = 10.5 eV
DFT total energy = -9910.828 eV
SMILES = CCC(=O)NC.O
LUMO = 0.7019 eV

***

[8]
3 unconnected molecules or ions with the total composition C4H11NO2. Source: the Open Molecules 2025 dataset; level of theory: ωB97M-V/def2-TZVPD.

Positions of all 18 atoms, in Å:
C -1.360 0.217 -0.768
C 0.825 0.547 0.362
C -0.654 0.991 0.348
C 0.890 -0.940 -0.064
N 1.421 0.843 1.651
O -1.394 0.773 -2.020
O -2.240 -0.614 -0.491
H -0.628 1.344 -2.162
H -1.526 -2.022 -0.669
H -0.767 -2.378 -0.782
H 1.371 1.131 -0.390
H 0.983 0.296 2.385
H 2.414 0.643 1.653
H -0.724 2.072 0.227
H -1.127 0.704 1.289
H 0.641 -1.577 0.782
H -0.002 -0.809 -0.922
H 1.876 -1.220 -0.429

## Properties
relative energy (zero: lowest compared OMol25 entry of this formula, charge and spin) = 79.9 kcal/mol
orbital gap = 10.0 eV
DFT total energy = -9908.779 eV
LUMO = 0.4262 eV

***

- Among the records above, which one has the lowest DFT total energy?
  number 2

***

Please write out number 6 again, unchanged.
2 unconnected molecules or ions with the total composition C4H11NO2. Source: the Open Molecules 2025 dataset; level of theory: ωB97M-V/def2-TZVPD.

Positions of all 18 atoms, in Å:
C -0.555 0.515 -2.634
N 0.326 -0.419 -1.895
C 0.326 -0.142 -0.453
C 1.564 -0.731 0.221
C 1.212 -1.254 1.588
O 0.231 -1.057 2.245
H -0.912 0.097 -3.562
H -1.395 0.728 -1.968
H -0.045 1.476 -2.745
H 1.261 -0.216 -2.231
H 0.157 0.929 -0.259
H -0.600 -0.576 -0.067
H 2.284 0.084 0.299
H 1.928 -1.576 -0.358
H 1.862 -2.047 1.998
O -2.405 1.564 2.942
H -2.052 0.807 3.454
H -3.187 1.818 3.426

## Properties
relative energy (zero: lowest compared OMol25 entry of this formula, charge and spin) = 43.5 kcal/mol
orbital gap = 10.0 eV
DFT total energy = -9910.354 eV
SMILES = CNCCC=O.O
LUMO = 0.9588 eV